Below is 9 unconnected molecules or ions with the total composition C61H95ClN3O13, with properties calculated with the ωB97M-V functional and the def2-TZVPD basis.

Bonds (Å) are listed after each position.
Cartesian coordinates (Å):
1 C -1.1517 -4.3382 1.3481  C2 1.493, H39 1.088, H40 1.084, H41 1.090
2 C -1.6007 -3.0811 0.6784  C1 1.493, O3 1.209, N4 1.446
3 O -0.8050 -2.2246 0.3685  C2 1.209
4 N -3.0113 -2.9062 0.4113  C2 1.446, C5 1.476, H42 1.020
5 C -3.4021 -1.5325 0.7844  N4 1.476, C6 1.528, H43 1.087, H44 1.091
6 C -4.8948 -1.2807 0.5771  C5 1.528, C7 1.533, H45 1.090, H46 1.088
7 C -5.1696 -0.4388 -0.6742  C6 1.533, C8 1.543, H47 1.089, H48 1.090
8 C -5.1452 1.0822 -0.4186  C7 1.543, C9 1.500, H49 1.087, H50 1.085
9 C -3.9503 1.5806 0.3389  C8 1.500, C10 1.382, N32 1.373
10 C -4.0545 1.9989 1.6524  C9 1.382, C11 1.510, C15 1.396
11 C -5.3552 2.0345 2.4189  C10 1.510, C12 1.520, H51 1.086, H52 1.088
12 C -6.0631 3.3794 2.3797  C11 1.520, O13 1.185, Cl14 1.784
13 O -6.5990 3.8860 3.3076  C12 1.185
14 Cl -6.0534 4.1807 0.7862  C12 1.784
15 C -2.8975 2.4027 2.3219  C10 1.396, C16 1.500, C19 1.377
16 C -2.9479 2.8993 3.7368  C15 1.500, O17 1.195, O18 1.350
17 O -3.3174 4.0068 3.9895  C16 1.195
18 O -2.5451 1.9830 4.6433  C16 1.350, H53 0.968
19 C -1.6744 2.3815 1.6897  C15 1.377, C20 1.379, H54 1.080
20 C -1.5842 1.9740 0.3757  C19 1.379, C21 1.499, N32 1.360
21 C -0.2407 1.9562 -0.2898  C20 1.499, C22 1.550, H55 1.091, H56 1.079
22 C 0.7247 1.0749 0.5429  C21 1.550, C23 1.511, H57 1.090, H58 1.088
23 C 1.7056 0.2699 -0.2779  C22 1.511, O24 1.205, N25 1.397
24 O 2.1021 -0.7825 0.1552  C23 1.205
25 N 2.0395 0.7400 -1.5506  C23 1.397, C26 1.435, H59 1.015
26 C 2.7784 1.9645 -1.6742  N25 1.435, C27 1.385, C31 1.390
27 C 3.1176 2.7363 -0.5750  C26 1.385, C28 1.388, H60 1.077
28 C 3.8185 3.9217 -0.7515  C27 1.388, C29 1.385, H61 1.080
29 C 4.1867 4.3327 -2.0218  C28 1.385, C30 1.388, H62 1.080
30 C 3.8658 3.5471 -3.1204  C29 1.388, C31 1.385, H63 1.080
31 C 3.1586 2.3692 -2.9480  C26 1.390, C30 1.385, H64 1.082
32 N -2.7196 1.5965 -0.2706  C9 1.373, C20 1.360, C33 1.457
33 C -2.6103 1.2077 -1.6705  N32 1.457, C34 1.382, C38 1.386
34 C -3.1417 2.0509 -2.6278  C33 1.382, C35 1.384, H65 1.082
35 C -3.0617 1.7004 -3.9637  C34 1.384, C36 1.387, H66 1.079
36 C -2.4541 0.5102 -4.3350  C35 1.387, C37 1.387, H67 1.078
37 C -1.8991 -0.3082 -3.3626  C36 1.387, C38 1.383, H68 1.080
38 C -1.9735 0.0287 -2.0233  C33 1.386, C37 1.383, H69 1.084
39 H -0.3540 -4.0438 2.0276  C1 1.088
40 H -1.9309 -4.8539 1.8983  C1 1.084
41 H -0.7011 -5.0254 0.6323  C1 1.090
42 H -3.0841 -2.9984 -0.6019  N4 1.020
43 H -2.8079 -0.8151 0.2243  C5 1.087
44 H -3.1216 -1.3995 1.8301  C5 1.091
45 H -5.3024 -0.8074 1.4702  C6 1.090
46 H -5.3881 -2.2442 0.4653  C6 1.088
47 H -6.1645 -0.6696 -1.0529  C7 1.089
48 H -4.4777 -0.6982 -1.4751  C7 1.090
49 H -5.2596 1.6354 -1.3468  C8 1.087
50 H -6.0327 1.3052 0.1637  C8 1.085
51 H -6.0473 1.2619 2.0975  C11 1.086
52 H -5.1573 1.8706 3.4762  C11 1.088
53 H -1.9003 2.3709 5.2524  O18 0.968
54 H -0.7777 2.6923 2.2052  C19 1.080
55 H 0.1074 2.9896 -0.2622  C21 1.091
56 H -0.2942 1.5968 -1.3054  C21 1.079
57 H 0.1506 0.3227 1.0847  C22 1.090
58 H 1.2440 1.6658 1.2944  C22 1.088
59 H 2.5190 -0.0143 -2.0306  N25 1.015
60 H 2.8641 2.4443 0.4299  C27 1.077
61 H 4.0817 4.5083 0.1168  C28 1.080
62 H 4.7265 5.2580 -2.1614  C29 1.080
63 H 4.1513 3.8354 -4.1213  C30 1.080
64 H 2.8969 1.7478 -3.7944  C31 1.082
65 H -3.6093 2.9790 -2.3261  C34 1.082
66 H -3.4796 2.3483 -4.7189  C35 1.079
67 H -2.4078 0.2527 -5.3811  C36 1.078
68 H -1.4116 -1.2256 -3.6594  C37 1.080
69 H -1.5257 -0.6187 -1.2780  C38 1.084
70 C -3.5410 6.7056 5.6868  C71 1.525, C74 1.521, H75 1.085, H76 1.093
71 C -3.6128 8.2288 5.6440  C70 1.525, C72 1.523, H77 1.091, H78 1.085
72 C -2.7557 8.6078 6.8450  C71 1.523, O73 1.434, H79 1.095, H80 1.090
73 O -1.7630 7.5808 6.9722  C72 1.434, C74 1.424
74 C -2.1073 6.4768 6.1417  C70 1.521, O73 1.424, H81 1.099, H82 1.093
75 H -3.7629 6.2317 4.7366  C70 1.085
76 H -4.2403 6.3197 6.4328  C70 1.093
77 H -3.1595 8.5988 4.7229  C71 1.091
78 H -4.6245 8.6182 5.6978  C71 1.085
79 H -3.3484 8.6345 7.7654  C72 1.095
80 H -2.2557 9.5697 6.7298  C72 1.090
81 H -1.4217 6.4536 5.2836  C74 1.099
82 H -1.9807 5.5522 6.7107  C74 1.093
83 C -7.5015 7.6735 2.1201  C84 1.528, C87 1.523, H88 1.089, H89 1.092
84 C -7.5871 9.1970 2.0428  C83 1.528, C85 1.523, H90 1.092, H91 1.088
85 C -6.7521 9.6132 3.2469  C84 1.523, O86 1.431, H92 1.095, H93 1.090
86 O -5.7534 8.6017 3.4103  C85 1.431, C87 1.428
87 C -6.0693 7.4723 2.5965  C83 1.523, O86 1.428, H94 1.097, H95 1.091
88 H -7.7053 7.1729 1.1746  C83 1.089
89 H -8.2039 7.2939 2.8651  C83 1.092
90 H -7.1240 9.5528 1.1200  C84 1.092
91 H -8.6041 9.5829 2.0833  C84 1.088
92 H -7.3614 9.6550 4.1558  C85 1.095
93 H -6.2623 10.5781 3.1151  C85 1.090
94 H -5.3717 7.4416 1.7501  C87 1.097
95 H -5.9397 6.5630 3.1858  C87 1.091
96 C 3.7105 -4.4440 -1.6971  C97 1.527, C100 1.522, H101 1.088, H102 1.093
97 C 3.3628 -3.7325 -0.3914  C96 1.527, C98 1.517, H103 1.091, H104 1.085
98 C 2.1528 -4.5205 0.0742  C97 1.517, O99 1.430, H105 1.096, H106 1.092
99 O 2.3188 -5.8589 -0.4019  C98 1.430, C100 1.437
100 C 3.3944 -5.8927 -1.3535  C96 1.522, O99 1.437, H107 1.095, H108 1.090
101 H 4.7394 -4.2972 -2.0200  C96 1.088
102 H 3.0503 -4.1044 -2.4996  C96 1.093
103 H 4.1863 -3.8381 0.3171  C97 1.091
104 H 3.1400 -2.6765 -0.5039  C97 1.085
105 H 1.2372 -4.0982 -0.3547  C98 1.096
106 H 2.0494 -4.5361 1.1613  C98 1.092
107 H 4.2512 -6.3904 -0.8872  C100 1.095
108 H 3.0887 -6.4724 -2.2249  C100 1.090
109 C 4.7924 2.0043 4.2990  C110 1.528, C113 1.520, H114 1.088, H115 1.092
110 C 3.4459 2.3911 4.9079  C109 1.528, C111 1.523, H116 1.092, H117 1.088
111 C 2.7295 2.9980 3.7093  C110 1.523, O112 1.431, H118 1.094, H119 1.094
112 O 3.2247 2.3122 2.5546  C111 1.431, C113 1.440
113 C 4.3843 1.5365 2.9115  C109 1.520, O112 1.440, H120 1.094, H121 1.090
114 H 5.3208 1.2344 4.8573  C109 1.088
115 H 5.4376 2.8824 4.2301  C109 1.092
116 H 2.9217 1.4969 5.2524  C110 1.092
117 H 3.5236 3.0839 5.7437  C110 1.088
118 H 2.9525 4.0647 3.6088  C111 1.094
119 H 1.6428 2.8773 3.7565  C111 1.094
120 H 4.1091 0.4779 2.9121  C113 1.094
121 H 5.1564 1.6932 2.1585  C113 1.090
122 C 6.7840 -9.0824 -2.9044  C123 1.527, C126 1.523, H127 1.089, H128 1.092
123 C 6.0064 -9.5014 -4.1503  C122 1.527, C124 1.522, H129 1.092, H130 1.089
124 C 5.0920 -8.3020 -4.3576  C123 1.522, O125 1.430, H131 1.096, H132 1.090
125 O 5.8071 -7.1617 -3.8762  C124 1.430, C126 1.430
126 C 6.9558 -7.5877 -3.1391  C122 1.523, O125 1.430, H133 1.095, H134 1.091
127 H 7.7337 -9.6007 -2.7836  C122 1.089
128 H 6.1826 -9.2590 -2.0098  C122 1.092
129 H 6.6853 -9.6108 -4.9983  C123 1.092
130 H 5.4568 -10.4337 -4.0324  C123 1.089
131 H 4.1663 -8.4064 -3.7795  C124 1.096
132 H 4.8287 -8.1399 -5.4033  C124 1.090
133 H 7.8514 -7.3798 -3.7338  C126 1.095
134 H 7.0162 -7.0141 -2.2128  C126 1.091
135 C -0.3904 -9.2086 -2.1073  C136 1.527, C139 1.524, H140 1.089, H141 1.092
136 C 0.5363 -8.0077 -2.2854  C135 1.527, C137 1.523, H142 1.093, H143 1.087
137 C 0.9015 -8.1200 -3.7595  C136 1.523, O138 1.428, H144 1.096, H145 1.091
138 O -0.2244 -8.7092 -4.4108  C137 1.428, C139 1.428
139 C -1.1340 -9.2233 -3.4371  C135 1.524, O138 1.428, H146 1.096, H147 1.090
140 H -1.0592 -9.1255 -1.2518  C135 1.089
141 H 0.1975 -10.1216 -1.9920  C135 1.092
142 H -0.0115 -7.0804 -2.1014  C136 1.093
143 H 1.4033 -8.0189 -1.6297  C136 1.087
144 H 1.7701 -8.7725 -3.9035  C137 1.096
145 H 1.1163 -7.1555 -4.2232  C137 1.091
146 H -2.0165 -8.5742 -3.4034  C139 1.096
147 H -1.4523 -10.2209 -3.7403  C139 1.090
148 C -0.9994 2.6701 -8.8910  C149 1.527, C152 1.522, H153 1.088, H154 1.092
149 C 0.4405 2.8476 -8.4139  C148 1.527, C150 1.522, H155 1.092, H156 1.088
150 C 0.2503 3.0114 -6.9125  C149 1.522, O151 1.433, H157 1.095, H158 1.090
151 O -0.9056 2.2384 -6.5671  C150 1.433, C152 1.432
152 C -1.5974 1.8481 -7.7583  C148 1.522, O151 1.432, H159 1.096, H160 1.092
153 H -1.0842 2.1770 -9.8574  C148 1.088
154 H -1.4960 3.6400 -8.9581  C148 1.092
155 H 1.0201 1.9472 -8.6268  C149 1.092
156 H 0.9507 3.6954 -8.8669  C149 1.088
157 H 0.0642 4.0570 -6.6472  C150 1.095
158 H 1.1012 2.6536 -6.3318  C150 1.090
159 H -1.4386 0.7762 -7.9232  C152 1.096
160 H -2.6665 2.0236 -7.6238  C152 1.092
161 C 6.6454 -4.4438 3.7169  C162 1.527, C165 1.524, H166 1.089, H167 1.092
162 C 5.4885 -4.1847 2.7552  C161 1.527, C163 1.523, H168 1.092, H169 1.090
163 C 4.5620 -3.3282 3.6075  C162 1.523, O164 1.428, H170 1.096, H171 1.092
164 O 5.4031 -2.5830 4.4892  C163 1.428, C165 1.431
165 C 6.7330 -3.1109 4.4510  C161 1.524, O164 1.431, H172 1.095, H173 1.090
166 H 7.5772 -4.7129 3.2227  C161 1.089
167 H 6.3839 -5.2446 4.4114  C161 1.092
168 H 5.8361 -3.6120 1.8923  C162 1.092
169 H 5.0061 -5.0919 2.3927  C162 1.090
170 H 3.8872 -3.9501 4.2063  C163 1.096
171 H 3.9601 -2.6351 3.0160  C163 1.092
172 H 7.3743 -2.4055 3.9116  C165 1.095
173 H 7.1063 -3.2065 5.4706  C165 1.090

## Properties
DFT total energy   -108400.18920 eV
Gap between HOMO and LUMO   6.93 eV
Multiplicity   1
Net charge   +1

Löwdin atomic charge list, values in e, 2 entries: number 1, C, carries 0.011; number 2, C, carries -0.471